# 1
Molecular formula: C3ClI2O2
Method: DFT, ωB97M-V with the def2-TZVPD basis set

The value obtained for the HOMO energy is -4.672 eV. The total charge is -1. The calculated total energy comes out at -1320.39361 hartree. For the LUMO energy, the calculation gives 2.7 eV. The calculation puts the max |F| at 7.3 eV Å⁻¹. The value obtained for the gap between HOMO and LUMO is 7.40 eV.

The geometry in XYZ format:
```
8
Properties=species:S:1:pos:R:3:forces:R:3:lowdin_charge:R:1
C -0.38260 -0.56939 -0.06882 5.171 -5.097 0.964 -0.66
C 0.85672 -1.52552 0.04944 -5.026 5.268 -0.685 -1.29
C -0.36597 0.96513 0.13216 -0.295 -0.413 -0.069 -0.89
O -1.43369 1.37115 0.58635 -0.513 0.544 0.254 -0.11
O 0.68791 1.52594 -0.14824 0.754 0.451 -0.295 -0.13
Cl 0.75814 -3.19933 0.30307 -0.015 -0.271 -0.074 0.47
I -2.22957 -1.50886 0.15987 -0.021 -0.079 -0.151 0.80
I 2.75858 -0.67843 -0.09455 -0.056 -0.403 0.057 0.81
```
Forces are in eV/Å.

=====

# 2
Molecular formula: C3ClN3S
Method: DFT, ωB97M-V with the def2-TZVPD basis set

The value obtained for the HOMO energy is -10.252 eV. The total charge is 0. The calculated total energy comes out at -1136.93291 hartree. For the LUMO energy, the calculation gives -0.7 eV. The calculation puts the energy above the lowest of the compared OMol25 structures with the same formula, charge and spin at 0.0 kJ/mol. The calculation puts the max |F| at 4.9 eV Å⁻¹. The value obtained for the gap between HOMO and LUMO is 9.53 eV.

The geometry in XYZ format:
```
8
Properties=species:S:1:pos:R:3:forces:R:3:lowdin_charge:R:1
C 1.20615 1.08489 -0.02106 -0.078 -1.089 0.295 -0.19
C 0.02768 0.28811 0.04369 -0.699 -0.675 -0.655 -0.37
C -0.16405 -1.21654 -0.04063 -3.655 3.201 0.314 -0.80
N 2.17054 1.69242 -0.03486 0.871 0.621 -0.095 0.17
N -1.10068 1.01088 0.03088 1.475 -0.963 0.338 -0.27
N -1.48788 -1.42867 -0.08002 0.572 0.681 0.306 -0.30
S -2.33464 0.00612 0.01230 0.610 -1.871 -0.407 0.99
Cl 0.81522 -2.57186 0.03248 0.905 0.095 -0.096 0.75
```
Forces are in eV/Å.

=====

# 3
Molecular formula: C3CsO2
Method: DFT, ωB97M-V with the def2-TZVPD basis set

The value obtained for the HOMO energy (spin up / spin down) is -5.466 / -5.078 eV. Its spin multiplicity is 2. The total charge is 0. The calculated total energy comes out at -284.74064 hartree. For the LUMO energy (spin up / spin down), the calculation gives -1.6 / -1.6 eV. As for the expectation value of S²: 0.76. The calculation puts the max |F| at 1.3 eV Å⁻¹. The value obtained for the gap between HOMO and LUMO (spin up / spin down) is 3.89 / 3.50 eV.

The geometry in XYZ format:
```
6
Properties=species:S:1:pos:R:3:forces:R:3:lowdin_spin:R:1
C -2.13312 -0.52292 2.70540 -0.371 -0.976 -0.052 0.31
C -2.78683 -1.47658 3.28650 0.125 0.425 0.080 0.46
O 2.20297 -2.22484 -2.15148 -0.115 0.438 0.056 0.00
C 1.91307 -1.15150 -1.98026 0.081 -0.377 -0.019 0.00
O -1.49401 0.25232 2.01409 0.611 0.993 -0.496 0.23
Cs 0.33814 2.53890 -0.41935 -0.331 -0.504 0.431 0.00
```
Forces are in eV/Å.

=====

# 4
Molecular formula: C3F13N3O20PbS7
Method: DFT, ωB97M-V with the def2-TZVPD basis set

The value obtained for the HOMO energy is -1.267 eV. The total charge is -4. The calculated total energy comes out at -6061.39875 hartree. For the LUMO energy, the calculation gives 2.4 eV. The calculation puts the max |F| at 14.5 eV Å⁻¹. The value obtained for the gap between HOMO and LUMO is 3.69 eV.

The geometry in XYZ format:
```
47
Properties=species:S:1:pos:R:3:forces:R:3:lowdin_charge:R:1
Pb -5.97701 9.61431 21.67325 0.450 0.442 -0.126 1.75
N -6.24234 14.23723 21.62511 1.244 -0.890 -0.372 -0.72
O -6.17946 15.40278 21.34994 -0.727 2.914 -0.277 -0.01
O -7.19333 13.65250 22.05612 -4.064 -0.745 1.439 -0.05
O -5.24642 13.55176 21.44519 3.391 -2.241 -0.753 -0.06
C -4.87847 9.62713 14.97483 -3.180 0.000 2.552 -0.59
F -4.81474 10.16787 13.75458 1.428 -0.129 0.365 0.10
F -5.01339 8.27813 14.82662 1.196 1.086 0.108 0.08
F -3.88873 9.95470 15.87641 -0.427 -0.688 -2.383 0.08
S -6.53976 10.28475 15.76462 -0.156 -0.574 1.741 0.51
O -6.43795 10.06722 17.24834 0.356 0.488 -2.269 -0.41
O -6.51531 11.69098 15.34395 -0.140 -1.138 0.219 -0.38
O -7.56313 9.40822 15.18158 0.842 0.976 -0.141 -0.38
C -3.87533 8.09216 28.37139 -1.626 1.078 -2.477 -0.71
F -4.15257 8.21123 29.67184 0.462 -0.690 -0.188 0.13
F -2.60832 8.15693 28.09125 1.914 0.264 0.942 0.15
F -4.26865 6.93915 27.82425 -0.709 -0.772 1.127 0.11
S -4.71264 9.45011 27.38562 -3.434 4.258 -3.033 0.53
O -4.84875 9.06393 25.93879 1.010 -0.685 2.343 -0.41
O -6.09692 9.66893 27.92902 2.582 -1.198 0.310 -0.40
O -3.86282 10.66169 27.50904 -0.364 -2.169 0.791 -0.38
C -1.73030 5.30501 18.43454 -1.137 1.324 3.281 -0.62
F -0.80685 4.34963 18.60032 0.088 -0.037 -1.253 0.09
F -1.13284 6.50057 18.70723 -0.197 -0.989 -0.305 0.09
F -2.25207 5.41503 17.22804 0.449 -0.781 -0.504 0.13
S -3.11951 4.95074 19.79984 -1.815 1.315 0.594 0.50
O -4.21384 4.27808 19.07780 1.412 0.360 0.141 -0.39
O -2.50481 4.15017 20.85298 0.263 0.294 -1.037 -0.37
O -3.50750 6.31485 20.26317 0.640 -1.355 -0.799 -0.41
N 1.23420 10.69281 21.86214 3.891 2.717 -4.029 -0.27
S 1.50956 10.51428 20.28398 4.492 1.130 -5.339 0.58
O 0.43087 10.89761 19.38240 1.335 -0.596 1.721 -0.28
O 2.41938 9.42004 19.81195 -2.661 2.135 1.808 -0.33
F 2.59882 11.74964 20.15355 -0.957 -0.266 0.364 -0.26
S 0.29921 9.56178 21.97568 -9.794 -6.320 8.551 0.44
O 0.70401 8.16138 22.03831 0.213 1.596 -2.522 -0.28
O -1.15676 9.88857 21.81528 3.261 -0.843 -1.726 -0.33
F 0.25569 9.70837 23.58961 0.302 0.539 1.168 -0.26
N -9.25298 7.41034 22.21373 -3.612 3.206 -2.538 -0.29
S -9.72126 6.25847 23.09421 1.250 -4.595 5.776 0.39
O -10.29914 5.13591 22.38446 -0.202 1.049 0.752 -0.30
O -10.23783 6.64886 24.42524 1.111 -1.322 -2.754 -0.32
F -8.23275 5.74986 23.38289 -0.103 -0.069 0.271 -0.21
S -10.91796 7.81315 21.84199 -4.452 4.209 -1.862 0.59
O -11.89857 8.09081 22.90751 2.364 -1.467 -0.649 -0.32
O -11.58290 7.31313 20.64700 2.162 -0.771 1.073 -0.30
F -10.74769 9.34606 21.39069 1.647 -0.050 -0.103 -0.23
```
Forces are in eV/Å.

=====

# 5
Molecular formula: C3F2KMgO
Method: DFT, ωB97M-V with the def2-TZVPD basis set

The value obtained for the HOMO energy is -11.241 eV. The total charge is +1. The calculated total energy comes out at -1188.96230 hartree. For the LUMO energy, the calculation gives -5.4 eV. The calculation puts the max |F| at 1.8 eV Å⁻¹. The value obtained for the gap between HOMO and LUMO is 5.88 eV.

The geometry in XYZ format:
```
8
Properties=species:S:1:pos:R:3:forces:R:3:lowdin_charge:R:1
C 0.65977 1.11432 -0.37842 0.663 -0.565 0.873 -0.31
F 1.86270 1.76273 -0.22415 -0.682 -0.107 -0.533 -0.06
K -0.52545 -3.27977 -0.70480 0.172 0.291 0.267 0.90
F 1.73177 -0.80555 0.46659 -1.177 0.046 -0.682 -0.04
O -1.96101 0.12738 0.49253 -0.165 1.384 -0.390 -0.22
C 0.59742 -0.19871 -0.06784 -0.845 1.233 0.927 -0.31
C -1.12396 -0.72302 0.68088 1.476 -0.756 -0.731 -0.18
Mg -1.24124 2.00262 -0.26479 0.557 -1.526 0.270 1.21
```
Forces are in eV/Å.

=====

# 6
Molecular formula: C3F5NO2
Method: DFT, ωB97M-V with the def2-TZVPD basis set

The value obtained for the HOMO energy (spin up / spin down) is -10.732 / -10.732 eV. The total charge is 0. The calculated total energy comes out at -818.69170 hartree. For the LUMO energy (spin up / spin down), the calculation gives -1.8 / -1.8 eV. The calculation puts the energy above the lowest of the compared OMol25 structures with the same formula, charge and spin at 327.8 kJ/mol. The calculation puts the max |F| at 9.4 eV Å⁻¹. The value obtained for the gap between HOMO and LUMO (spin up / spin down) is 8.95 / 8.95 eV.

The geometry in XYZ format:
```
11
Properties=species:S:1:pos:R:3:forces:R:3:lowdin_charge:R:1
O 2.19834 -0.85821 0.12402 -0.062 -0.565 -0.958 0.07
N 1.47716 0.09191 -0.16361 4.639 1.807 2.099 -0.37
O 1.95393 1.23965 -0.31598 -1.054 -1.160 -0.708 0.09
C 0.16846 -0.00487 0.07065 -5.335 -7.583 1.403 0.02
C -0.44795 -1.50126 0.34964 2.775 6.110 -1.345 -0.14
F 0.27199 -2.54728 0.24596 -0.506 0.051 0.278 0.24
F -1.66457 -1.72791 0.69703 0.645 0.012 -0.167 0.23
C -0.76518 1.09192 -0.15503 0.253 -0.004 -1.714 -0.60
F -2.00157 0.59358 -0.23834 -0.527 0.398 0.188 0.15
F -0.46494 1.60402 -1.39793 -0.665 0.416 1.171 0.13
F -0.72566 2.01846 0.78360 -0.162 0.518 -0.246 0.19
```
Forces are in eV/Å.

=====

Question: Among the records above, which one has the highest calculated total energy?
Answer: C3CsO2

=====

Question: Which of these has the lowest max |F|?
Answer: C3CsO2

=====

Question: max |F| of number 1 (C3ClI2O2)?
Answer: 7.3 eV Å⁻¹